A 2-piece molecular cluster, C4H12N3 overall in a non-equilibrium geometry, computed with ωB97M-V/def2-TZVPD.

```
19
C4H12N3 | the OMol25 dataset | ωB97M-V/def2-TZVPD
C -0.19660 0.58682 -0.83834
C -0.48775 1.82340 -1.57696
C -1.20702 -0.56620 2.54607
C -0.22472 -0.01059 1.61068
N -0.24418 0.32077 0.39382
N 1.31086 0.20633 2.49757
N 0.73503 -1.59136 -2.75056
H 0.13966 -0.29299 -1.59838
H -1.32297 1.40866 -2.30641
H -0.62235 2.58872 -0.86372
H 0.47875 1.99114 -2.07268
H -0.65936 -1.13278 3.17752
H -1.88857 -0.99097 1.85603
H -1.62761 0.20530 3.04404
H 1.20778 0.76259 3.31698
H 1.88312 0.63162 1.79775
H 0.22483 -2.28672 -3.32267
H 1.68791 -1.64271 -3.07406
H 0.81317 -2.01103 -1.83667
```

Results
- largest force on an atom (hartree/bohr) = 0.118
- relative energy (zero: lowest compared OMol25 entry of this formula, charge and spin) (kcal/mol) = 99.87
- frontier orbital gap (eV) = 9.9
- E_LUMO (eV) = -4.108
- total charge = +1


A 8-piece molecular cluster, C11H38O8 overall in a non-equilibrium geometry, computed with ωB97M-V/def2-TZVPD.

```
57
C11H38O8 | the OMol25 dataset | ωB97M-V/def2-TZVPD
C -0.79386 -0.77611 -1.19507
C 0.38314 0.00389 -1.56507
O 0.12314 1.27189 -1.15207
H -0.59586 -1.84411 -1.08607
H -1.56886 -0.62411 -1.94807
H -1.22186 -0.36611 -0.27907
H 0.67814 -0.07311 -2.58707
H 1.29514 -0.53511 -1.16607
H 0.85614 1.79789 -1.37507
C -0.09586 4.20189 0.68893
C -1.12086 3.30789 1.40693
O -1.82786 2.59589 0.42893
H -0.52286 4.84589 -0.01007
H 0.71014 3.61089 0.33693
H 0.41314 4.84789 1.36193
H -1.81586 3.91489 1.90693
H -0.60586 2.68989 2.05593
H -1.10186 2.07789 0.00093
C -3.78486 -1.79411 2.67793
C -2.57386 -1.44911 1.75093
O -2.56086 -2.26811 0.57893
H -3.51386 -1.37911 3.58993
H -3.87386 -2.87211 2.80993
H -4.68286 -1.38811 2.25493
H -1.64486 -1.58611 2.33493
H -2.56986 -0.38611 1.38293
H -2.23586 -3.12411 0.83593
C 1.06714 -3.26211 0.78793
O 2.00714 -3.73611 1.71593
H 0.43414 -2.66111 1.38293
H 0.47114 -4.03211 0.25093
H 1.48114 -2.53111 0.15493
H 2.45914 -4.53011 1.38993
C 1.51314 0.80889 1.66393
O 2.29214 -0.33111 1.53493
H 1.72314 1.56189 0.96793
H 1.51114 1.15189 2.71593
H 0.50614 0.55689 1.45093
H 1.94514 -0.96211 2.14793
C 3.77614 -1.99111 -1.24907
O 4.41514 -1.67011 -2.52307
H 3.83114 -1.11911 -0.55807
H 4.23314 -2.84711 -0.80107
H 2.75814 -2.17511 -1.44907
H 5.34614 -1.56611 -2.34607
C -4.01986 0.35489 -1.58707
O -4.42286 -0.67711 -0.72807
H -4.81586 1.10389 -1.60807
H -3.67286 0.10389 -2.60307
H -3.12286 0.79089 -1.06207
H -3.69186 -1.27511 -0.65207
C 2.81714 2.03889 -2.28107
O 1.97814 3.03489 -1.82007
H 2.20814 1.40689 -2.93207
H 3.10614 1.47989 -1.43107
H 3.65814 2.45289 -2.89907
H 2.46114 3.81889 -1.67407
```

Results
- largest force on an atom (hartree/bohr) = 0.062
- relative energy (zero: lowest compared OMol25 entry of this formula, charge and spin) (kcal/mol) = 98.35
- frontier orbital gap (eV) = 9.8
- E_LUMO (eV) = 0.441


A 10-piece molecular cluster, C6H31NO10 overall in a non-equilibrium geometry, computed with ωB97M-V/def2-TZVPD.

```
48
C6H31NO10 | the OMol25 dataset | ωB97M-V/def2-TZVPD
C -3.00851 -0.58015 1.09804
C -2.14936 0.25561 1.95968
N -0.74161 0.52172 1.35539
C -0.11485 1.79676 1.76409
C 1.05396 2.35180 0.78641
C 0.17893 -0.62411 1.53721
C 0.93171 -0.71452 0.18464
O 2.14538 -0.65319 0.16852
H -3.27634 -0.16265 0.07734
H -2.55739 -1.62771 0.86340
H -3.75096 -0.93617 1.94420
H -2.02410 -0.11252 2.92496
H -2.52398 1.31962 2.22227
H 0.34387 1.73418 2.79772
H -0.99222 2.62162 1.84491
H 0.78268 2.26235 -0.22057
H 1.51509 3.29265 1.08942
H 1.84849 1.51586 0.95981
H -0.29149 -1.67420 1.80070
H 0.81958 -0.58058 2.35040
H 0.46719 -0.92638 -0.72000
H -1.42719 0.96582 -0.41677
H -1.07239 2.11355 -1.38900
O -1.50822 1.27122 -1.38304
H -0.27974 -4.55426 0.97915
H 0.49378 -4.03647 2.09058
O -0.42089 -4.12996 1.80638
H 3.07264 2.44276 -2.30376
H 2.21362 1.18527 -2.09091
O 2.23642 2.20689 -2.02140
H 1.87071 -3.10194 -0.52906
H 2.59986 -4.11962 0.18154
O 1.75520 -3.77018 0.20113
H -1.60206 0.00736 -2.45695
H -2.36263 -1.30617 -2.87135
O -1.52678 -1.03701 -2.50632
H -3.19490 2.70468 -1.21888
H -2.46613 2.62362 0.07177
O -3.32095 2.80308 -0.23753
H 3.50092 0.68427 0.90500
H 3.11801 0.15868 2.27195
O 3.90124 0.46174 1.71132
H -0.37219 2.58843 -3.27105
H 0.78398 3.25338 -2.42460
O -0.06626 3.22761 -2.64252
H 0.31781 -3.79588 -2.36871
H -0.14880 -2.37652 -2.18222
O 0.35913 -2.97113 -1.89397
```

Results
- largest force on an atom (hartree/bohr) = 0.211
- relative energy (zero: lowest compared OMol25 entry of this formula, charge and spin) (kcal/mol) = 126.15
- frontier orbital gap (eV) = 9.6
- E_LUMO (eV) = 0.196